DFT (ωB97M-V/def2-TZVPD) results for 10 unconnected molecules or ions with the total composition C39H97BrNO12 in a non-equilibrium geometry.

```
150
Properties=species:S:1:pos:R:3:forces:R:3
C 7.44198 -1.78853 -0.78335 -0.057 -0.135 0.016
O 6.83612 -0.74435 -1.50038 0.249 0.609 0.029
C 5.44496 -0.74125 -1.38584 -0.232 -0.481 -0.146
C 4.82720 0.52030 -1.92720 -0.119 0.155 0.253
C 3.35568 0.55198 -1.52446 0.264 -0.188 -0.129
C 2.47838 1.50044 -2.30602 -0.623 0.113 0.364
C 1.08257 1.63566 -1.68526 0.291 -0.109 -0.094
C 0.96257 2.39471 -0.36004 -0.272 -0.364 0.096
C 0.78111 1.49416 0.88512 0.143 0.351 -0.120
C -0.46238 1.80192 1.73263 0.093 -0.434 -0.221
C -1.62164 0.86172 1.38590 0.009 0.545 -0.244
C -2.20416 1.21349 0.03447 0.312 -0.092 0.112
N -3.22131 0.17564 -0.38960 0.025 0.280 -0.503
C -3.03596 -0.21028 -1.83788 0.203 0.086 0.043
C -1.84383 -1.14207 -1.92026 -0.007 -0.252 -0.390
C -2.23574 -2.61764 -1.84110 -0.116 0.019 0.241
C -2.68544 -3.12516 -0.46112 0.378 0.071 -0.383
C -1.65312 -3.03362 0.65577 -0.356 0.007 0.257
C -0.71982 -4.23893 0.73651 -0.061 0.013 -0.265
C 0.73535 -3.96472 0.43366 0.094 -0.143 0.125
O 1.46523 -3.56577 1.56777 0.514 -0.166 -0.119
C 1.24091 -2.25135 2.01172 -0.140 -0.171 -0.331
C -4.60709 0.55861 -0.03007 -0.079 -0.365 0.204
C -4.90337 -0.04721 1.32359 0.307 -4.843 1.809
O -4.75990 -1.28224 1.58768 -0.507 5.710 -1.358
Br -5.44359 1.23016 2.62019 -0.058 -0.340 -0.059
H 6.93751 -1.96022 0.16783 -0.112 0.016 0.200
H 8.46715 -1.51097 -0.56978 0.197 0.027 -0.129
H 7.40536 -2.71593 -1.34928 0.060 -0.245 -0.098
H 5.02403 -1.60642 -1.90903 -0.083 -0.178 -0.089
H 5.15274 -0.85293 -0.33850 0.005 0.015 0.311
H 4.92436 0.57100 -3.00640 0.116 0.022 -0.238
H 5.35204 1.36546 -1.48651 0.073 0.222 -0.117
H 2.95583 -0.45188 -1.67273 -0.169 -0.218 0.122
H 3.29130 0.76084 -0.45949 -0.052 0.058 0.265
H 2.31253 1.09584 -3.30111 0.366 0.089 -0.352
H 2.91876 2.49051 -2.38905 0.196 0.158 -0.155
H 0.42622 2.09635 -2.42317 -0.140 0.084 -0.128
H 0.73071 0.61897 -1.51279 -0.285 -0.258 -0.138
H 1.81517 3.05121 -0.22404 0.139 0.203 -0.009
H 0.08102 3.02728 -0.44065 -0.026 0.314 0.073
H 1.66747 1.54700 1.51138 0.083 0.017 0.142
H 0.71461 0.45787 0.56509 0.087 -0.238 -0.074
H -0.77030 2.83115 1.56088 -0.051 0.248 0.199
H -0.22008 1.67596 2.78133 -0.065 -0.003 0.203
H -1.24047 -0.15236 1.30292 -0.011 -0.217 0.389
H -2.38932 0.90061 2.15304 -0.094 -0.126 0.194
H -1.41291 1.19572 -0.70363 0.082 -0.027 -0.245
H -2.66325 2.19574 0.00068 -0.223 0.077 -0.006
H -2.99241 -0.66464 0.14443 -0.086 -0.284 0.096
H -3.94186 -0.68897 -2.19180 -0.183 -0.122 0.068
H -2.89201 0.70240 -2.40577 -0.006 0.222 0.010
H -1.30935 -0.94702 -2.84780 -0.053 0.000 -0.157
H -1.14937 -0.88238 -1.12921 0.335 0.012 0.196
H -3.06451 -2.77069 -2.52998 -0.034 -0.119 -0.245
H -1.41083 -3.21625 -2.21792 0.168 -0.121 0.048
H -3.59906 -2.61833 -0.14815 -0.231 -0.013 -0.087
H -2.92147 -4.18074 -0.56219 -0.414 -0.081 -0.014
H -2.20017 -2.95124 1.59233 0.006 0.063 0.125
H -1.07288 -2.11679 0.58548 0.133 0.177 -0.013
H -0.76827 -4.66783 1.73313 -0.028 -0.289 -0.113
H -1.07336 -4.99903 0.04428 -0.093 -0.202 -0.038
H 1.21662 -4.87471 0.08721 0.086 -0.141 -0.013
H 0.83487 -3.22406 -0.36540 0.036 0.223 -0.148
H 0.47084 -2.20871 2.78074 0.602 -0.267 -1.673
H 0.95684 -1.59760 1.18993 0.033 0.177 -0.278
H 2.17093 -1.88322 2.42552 0.279 0.135 0.197
H -5.31016 0.13672 -0.74147 -0.039 -0.169 -0.115
H -4.71933 1.63289 -0.02875 0.073 0.142 0.011
C 6.39777 -7.24382 -0.81122 -0.119 0.062 -0.075
C 6.69504 -5.76903 -1.00869 -0.044 0.009 0.182
O 5.55613 -5.03043 -1.44788 0.180 -0.048 -0.149
H 6.03268 -7.68192 -1.73957 0.011 -0.026 -0.019
H 7.28964 -7.78630 -0.49628 0.017 0.025 0.009
H 5.62910 -7.38320 -0.04763 0.020 -0.014 0.033
H 7.45605 -5.63575 -1.77542 -0.007 0.058 -0.040
H 7.07542 -5.33373 -0.07702 0.078 -0.017 -0.042
H 4.87651 -5.11534 -0.77686 -0.144 -0.006 0.118
C 0.73519 2.65335 -5.61065 0.052 -0.102 0.122
C -0.51423 1.82500 -5.39446 -0.001 0.000 0.114
O -0.23471 0.50562 -4.90781 -0.236 0.081 -0.107
H 1.40880 2.17180 -6.31944 -0.026 -0.041 -0.016
H 0.49222 3.65082 -5.97993 -0.029 -0.050 0.018
H 1.26649 2.75748 -4.65955 0.052 0.087 -0.060
H -1.06693 1.68692 -6.32098 -0.006 -0.025 -0.039
H -1.17720 2.33899 -4.68476 -0.049 0.025 -0.062
H 0.27096 0.60397 -4.09918 0.235 0.013 0.134
C 2.93945 3.73414 4.82956 0.001 -0.091 -0.054
C 1.61553 3.03290 4.59359 0.103 -0.098 0.080
O 1.77825 1.62203 4.41206 -0.160 0.291 -0.205
H 3.61591 3.55533 3.99424 0.011 0.018 -0.022
H 2.80176 4.80949 4.94356 -0.027 0.008 0.009
H 3.41893 3.35708 5.73502 -0.006 0.028 0.034
H 1.14558 3.39737 3.68102 -0.024 0.009 -0.028
H 0.92737 3.22043 5.42418 -0.031 0.046 -0.036
H 2.17227 1.28293 5.21627 0.121 -0.208 0.162
C -2.58579 6.34899 -6.34792 0.080 -0.094 -0.071
C -1.20354 6.30572 -5.72323 0.029 0.049 -0.055
O -0.22100 5.75086 -6.59368 -0.212 -0.045 0.149
H -2.89792 5.34856 -6.64809 -0.020 -0.016 0.004
H -3.32060 6.75066 -5.64937 0.014 0.020 0.022
H -2.58634 6.98096 -7.23766 -0.017 0.034 0.004
H -1.20134 5.66382 -4.84200 0.004 0.007 0.046
H -0.90027 7.30943 -5.40778 0.006 -0.019 0.049
H -0.17274 6.30204 -7.37757 0.092 0.118 -0.175
C -8.81067 4.35423 3.28704 0.055 0.114 0.010
C -7.34628 4.16680 3.63817 -0.069 0.063 0.150
O -6.72543 5.36210 4.09208 0.073 -0.163 -0.243
H -8.91805 5.12512 2.52495 -0.012 0.002 -0.029
H -9.25089 3.42841 2.91406 0.020 -0.021 0.013
H -9.37929 4.66839 4.16389 -0.023 -0.033 0.018
H -6.78192 3.87181 2.75542 0.031 -0.022 -0.064
H -7.23809 3.37704 4.39364 0.012 -0.029 -0.049
H -7.18272 5.65925 4.87940 -0.108 0.113 0.198
C -0.58433 -3.48579 4.35050 -0.087 0.013 -0.097
C -0.48550 -1.97254 4.37450 -0.540 0.206 1.004
O -1.43731 -1.36503 3.47945 0.272 0.045 0.089
H -0.42876 -3.86753 3.33911 0.044 0.015 0.296
H 0.15866 -3.93730 5.00773 0.024 0.013 0.026
H -1.57156 -3.81294 4.68503 0.002 0.025 0.051
H 0.49378 -1.64553 4.02533 -0.401 0.331 1.057
H -0.63263 -1.60111 5.38785 -0.023 0.024 -0.002
H -2.31038 -1.62300 3.78188 -0.179 -0.062 0.069
C 1.41164 -2.50624 9.38292 -0.145 0.031 -0.019
C 1.19393 -2.26312 7.90238 -0.021 0.060 0.019
O -0.09198 -1.70725 7.61661 0.163 -0.192 0.016
H 0.64129 -3.16946 9.77425 0.000 -0.030 0.012
H 2.38674 -2.95727 9.56632 0.022 0.002 -0.023
H 1.36297 -1.56814 9.93986 0.036 0.011 0.011
H 1.23056 -3.20152 7.35173 0.021 -0.026 -0.031
H 1.98032 -1.61027 7.50686 0.007 -0.036 -0.036
H -0.15918 -0.87167 8.08047 -0.071 0.186 0.151
C -5.33293 -7.33601 -0.34932 0.059 0.149 0.028
C -4.06660 -7.48953 0.47136 -0.012 0.021 0.043
O -3.60064 -6.24535 1.00345 0.052 -0.120 -0.231
H -5.17117 -6.63695 -1.17029 -0.001 -0.009 -0.030
H -5.64862 -8.29264 -0.76501 0.011 -0.028 0.012
H -6.14855 -6.95025 0.26652 -0.021 -0.031 0.007
H -3.25187 -7.86234 -0.14614 0.033 -0.032 -0.008
H -4.22640 -8.20481 1.28354 0.042 -0.023 -0.009
H -4.29082 -5.90247 1.57242 -0.142 0.121 0.174
C 3.29214 6.14443 -6.42595 -0.086 0.065 -0.058
C 3.78186 7.17666 -7.42383 0.003 0.082 0.051
O 2.85255 8.24693 -7.59546 0.026 -0.241 -0.175
H 2.32574 5.75543 -6.74211 -0.018 -0.068 0.048
H 3.99646 5.31632 -6.33314 0.031 0.022 -0.014
H 3.16130 6.59387 -5.43821 0.039 -0.012 0.020
H 3.89245 6.73170 -8.41066 0.027 -0.018 -0.038
H 4.75843 7.57229 -7.12550 0.007 -0.017 -0.026
H 2.74601 8.68107 -6.74911 -0.031 0.155 0.213
```
Forces are in eV/Å.

Summary:
Molar mass, u: 852.1
Total charge: +1
HOMO, eV: -10.96
Kohn-Sham gap, eV: 7.52
Spin multiplicity: 1